(1)
Below is 3 unconnected molecules or ions with the total composition C4H7NO2, with properties calculated with ωB97M-V/def2-TZVPD.

Calculated values
ΔE to the lowest compared entry with this formula, charge and spin   379.5 kJ/mol
2S+1   1
Energy   -9843.346 eV
Charge   0

Last column: Mulliken charge in e.
Geometry (Å):
C1 0.1617 1.6844 0.8162  -1.3089
C2 0.0298 0.4017 0.0673  0.5955
C3 -0.1739 -0.9823 0.6284  -0.2702
N1 -0.0611 -1.7677 -0.5780  -0.5687
C4 -0.6503 -1.0363 -1.5530  0.4869
O1 -1.0894 -1.2282 -2.6405  -0.5092
O2 -0.5914 0.4248 -1.0785  -0.3334
H1 -0.7647 1.8523 1.3784  0.3336
H2 0.3002 2.5169 0.1238  0.3478
H3 0.9918 1.6411 1.5245  0.3418
H4 1.4735 -0.1124 -0.4197  -0.0440
H5 -1.1912 -1.0166 1.0432  0.2927
H6 0.5474 -1.2777 1.3922  0.3384
H7 1.2512 -0.9446 -0.7237  0.2976

(2)
Below is a molecular structure, C12H6Cl3FIrN19, with properties calculated with ωB97M-V/def2-TZVPD.

Calculated values
ΔE to the lowest compared entry with this formula, charge and spin   520.4 kJ/mol
2S+1   1
Energy   -83972.521 eV
Charge   -2

Last column: Mulliken charge in e.
Geometry (Å):
Ir1 -0.2583 0.1855 -0.1150  0.1377
N1 0.1151 -0.7597 -3.3297  -0.0896
C1 0.7564 -1.5593 -2.4168  0.6365
N2 1.5106 -2.5942 -2.7877  -0.7763
N3 1.9473 -3.1454 -1.6770  -0.8282
N4 1.5013 -2.4318 -0.6763  0.7657
N5 0.6990 -1.4282 -1.0870  -0.2387
C2 0.1786 0.6329 -3.2151  0.5283
N6 0.0580 1.4538 -4.2420  -0.6002
N7 0.0883 2.6766 -3.6719  -0.6183
N8 0.2201 2.5699 -2.3879  -0.5271
N9 0.3015 1.2651 -2.0605  0.2189
H1 0.2563 -1.0798 -4.2751  0.3435
N10 0.5594 2.5181 2.2092  -0.0518
C3 -0.6281 2.6952 1.5290  0.5546
N11 -1.5064 3.6876 1.6814  -0.7629
N12 -2.5046 3.4251 0.8476  -0.5767
N13 -2.2142 2.3007 0.2415  1.0575
N14 -1.0478 1.8200 0.6432  -0.5041
C4 1.0980 1.2507 2.3793  0.4902
N15 2.0078 0.9392 3.3017  -0.6954
N16 2.2160 -0.3619 3.1800  -0.6250
N17 1.4454 -0.7839 2.2195  1.1291
N18 0.7360 0.1876 1.6611  -0.5964
H2 0.8264 3.2281 2.8662  0.2765
Cl1 -4.8698 0.7303 -2.4207  -0.1551
C5 -4.1838 1.8739 -1.2622  0.7154
Cl2 -3.9437 3.4427 -2.0800  -0.1625
Cl3 -5.3854 2.1126 0.0619  -0.1952
C6 -2.8819 1.3279 -0.7248  0.2051
N19 -2.3058 0.2651 -0.9429  -0.8963
F1 2.6574 -4.5959 4.2005  -0.3686
C7 2.4503 -3.8734 3.0560  0.7521
C8 1.2886 -3.1863 2.9366  -1.1208
C9 1.1097 -2.2888 1.7859  0.0127
C10 1.9265 -2.7149 0.6476  0.0981
C11 3.1033 -3.4153 0.8293  -0.1922
C12 3.4359 -3.9570 2.0637  -0.9877
H3 0.5417 -3.2258 3.7174  0.3272
H4 0.0694 -2.1054 1.5019  0.4881
H5 3.7455 -3.5812 -0.0258  0.4390
H6 4.3537 -4.4993 2.2344  0.3930

(3)
Below is a molecular structure, C29H24NO4OsS2Te at a distorted geometry, with properties calculated with ωB97M-V/def2-TZVPD.

Calculated values
ΔE to the lowest compared entry with this formula, charge and spin   286.7 kJ/mol
2S+1   1
Energy   -71564.940 eV
Charge   +1

Last column: Mulliken charge in e.
Geometry (Å):
Os1 -0.2748 0.2567 0.9699  1.3041
O1 1.8410 0.0159 -0.3960  -0.6842
C1 2.4998 1.2893 -0.4243  2.5167
C2 1.3607 2.3814 -0.2202  0.0586
O2 1.4859 3.4634 -0.7260  -0.5946
O3 0.4300 1.9896 0.5555  -0.7367
C3 3.3933 1.5361 0.7706  -0.0745
C4 3.7611 0.5083 1.6354  -0.4117
C5 4.5946 0.7648 2.7090  -0.9801
C6 5.0708 2.0448 2.9287  -0.4705
C7 4.7024 3.0755 2.0774  -0.9341
C8 3.8615 2.8266 1.0108  -0.1304
C9 3.2330 1.4074 -1.7404  -0.2337
C10 2.5738 1.7028 -2.9277  -0.4386
C11 3.2658 1.6346 -4.1245  -0.9053
C12 4.6012 1.2658 -4.1463  -0.4679
C13 5.2586 0.9707 -2.9649  -0.8274
C14 4.5761 1.0343 -1.7661  -0.1514
H1 2.5041 -0.6711 -0.5401  0.4188
H2 3.4277 -0.5049 1.4659  0.4944
H3 4.8762 -0.0407 3.3693  0.4822
H4 5.7390 2.2406 3.7509  0.4371
H5 5.0763 4.0750 2.2379  0.4535
H6 3.5606 3.6334 0.3614  0.5073
H7 1.5328 1.9945 -2.9218  0.4290
H8 2.7581 1.8579 -5.0485  0.4067
H9 5.1281 1.1899 -5.0836  0.4103
H10 6.2969 0.6744 -2.9710  0.4147
H11 5.0807 0.7787 -0.8449  0.3293
Te1 -1.9696 0.8232 -0.9673  0.1894
C15 -3.8833 0.0776 -0.4163  0.3752
C16 -4.9820 0.4303 -1.2014  -0.5306
C17 -6.2452 -0.0151 -0.8638  -0.6000
C18 -6.4274 -0.8181 0.2518  -0.4127
C19 -5.3363 -1.1680 1.0339  -0.7847
C20 -4.0686 -0.7246 0.7078  0.0582
H12 -4.8392 1.0508 -2.0739  0.3657
H13 -7.0913 0.2601 -1.4727  0.3873
H14 -7.4162 -1.1578 0.5196  0.3992
H15 -5.4809 -1.7863 1.9063  0.3990
H16 -3.2236 -0.9894 1.3324  0.2922
C21 -0.5912 0.0223 6.4801  -0.7042
O4 0.3179 0.0568 5.3871  -0.2628
C22 -0.0646 0.2173 4.1537  0.7157
S1 -1.5828 0.6544 3.5966  -0.2259
S2 1.1623 -0.0804 3.0000  -0.3429
H17 -0.0615 0.4498 7.3303  0.2345
H18 -0.8311 -1.0243 6.6859  0.2850
H19 -1.5038 0.5825 6.2737  0.3678
N1 -0.7443 -1.5691 1.1369  -0.7575
C23 -0.7091 -2.7315 1.0407  0.8083
C24 -0.6319 -4.0965 0.7820  0.4052
C25 -0.3030 -5.0323 1.7740  -0.4316
C26 -0.1446 -6.3591 1.4265  -0.5834
C27 -0.3077 -6.7639 0.1080  -0.3691
C28 -0.6522 -5.8400 -0.8705  -0.6491
C29 -0.8238 -4.5111 -0.5480  -0.4373
H20 -0.1730 -4.7088 2.7960  0.4827
H21 0.1125 -7.0840 2.1841  0.4084
H22 -0.1851 -7.8051 -0.1526  0.4128
H23 -0.7790 -6.1581 -1.8925  0.4081
H24 -1.0935 -3.7842 -1.2997  0.4755

(4)
Below is 3 unconnected molecules or ions with the total composition C38H31N3O10P2S at a distorted geometry, with properties calculated with ωB97M-V/def2-TZVPD.

Calculated values
2S+1   1
SMILES string   CCCOCc1cc(P(=O)(O)O)c2nsnc2c1P(=N)(O)O.O=C1c2ccccc2C(=O)c2ccccc21.O=C1c2ccccc2C(=O)c2ccccc21
Energy   -94258.221 eV
Charge   0

Last column: Mulliken charge in e.
Geometry (Å):
C1 4.7659 -0.1048 0.7535  -0.8400
C2 3.4232 0.1382 -0.1547  0.1322
C3 3.2466 1.7133 -0.6769  -0.3981
O1 1.8515 2.0789 -0.9724  -0.3818
C4 1.2532 1.2043 -1.9999  -0.6279
C5 -0.0409 0.4703 -1.3122  0.5432
C6 -1.1988 1.3607 -0.5582  -0.7141
C7 -2.5128 0.7061 0.1884  0.1985
P1 -3.8854 1.7246 1.0561  1.1063
O2 -3.5203 3.2702 1.0943  -0.6779
O3 -4.2495 1.1106 2.6696  -0.4773
O4 -5.3658 1.5975 0.1099  -0.5643
C8 -2.7034 -0.9534 0.1966  0.0171
N1 -3.8419 -1.7038 0.8668  -0.3520
S1 -3.4230 -3.4059 0.5512  0.1609
N2 -1.9461 -3.2448 -0.4055  -0.3806
C9 -1.5316 -1.8007 -0.5816  0.0860
C10 -0.1977 -1.1596 -1.3609  0.1514
P2 0.9921 -2.4023 -2.1908  0.7694
N3 2.1676 -2.7156 -1.0746  -0.5931
O5 1.7268 -1.8440 -3.6704  -0.5423
O6 0.1558 -3.8910 -2.5610  -0.4999
H1 5.6228 -0.4613 0.0076  0.0677
H2 5.1149 0.8202 1.3795  0.2853
H3 4.5389 -1.0555 1.4389  0.3064
H4 2.4215 -0.1201 0.3958  0.1618
H5 3.5846 -0.4897 -1.1569  -0.0039
H6 3.8852 1.9193 -1.6638  0.1947
H7 3.6877 2.3915 0.1701  0.3001
H8 0.8178 1.9335 -2.8352  0.3293
H9 2.0091 0.4882 -2.5342  0.3057
H10 -1.0606 2.5434 -0.5604  0.3464
H11 -5.1681 0.7094 2.5611  0.3624
H12 -5.3530 0.6678 -0.3114  0.3669
H13 2.1453 -3.7376 -0.8186  0.2197
H14 1.2571 -1.0493 -4.0595  0.3571
H15 -0.7102 -3.7018 -3.0513  0.3180
C11 7.8940 -2.1182 -4.0969  -0.6267
C12 9.0078 -2.1519 -4.9356  -0.4008
C13 9.9032 -1.0813 -4.9507  -0.6667
C14 9.6778 0.0327 -4.1329  0.4386
C15 8.5512 0.0770 -3.3126  0.1652
C16 7.6631 -1.0062 -3.2858  -0.4703
C17 8.2770 1.2680 -2.4829  0.4906
O7 7.2895 1.3062 -1.7593  -0.6567
C18 9.2048 2.4149 -2.5444  0.1502
C19 8.9262 3.5732 -1.8071  -0.5280
C20 9.8053 4.6575 -1.8492  -0.4895
C21 10.9667 4.5850 -2.6179  -0.4543
C22 11.2439 3.4345 -3.3577  -0.5800
C23 10.3558 2.3511 -3.3282  0.2267
C24 10.6398 1.1527 -4.1422  0.5556
O8 11.6580 1.0900 -4.8216  -0.6890
H16 7.2011 -2.9565 -4.0783  0.4218
H17 9.1809 -3.0131 -5.5771  0.3857
H18 10.7733 -1.1168 -5.6042  0.4516
H19 6.7887 -0.9846 -2.6377  0.5656
H20 8.0232 3.6368 -1.2020  0.4716
H21 9.5843 5.5580 -1.2801  0.3969
H22 11.6553 5.4267 -2.6451  0.3899
H23 12.1501 3.3870 -3.9593  0.4504
C25 -10.7270 1.3749 1.4241  -0.5982
C26 -11.9839 1.0408 1.9275  -0.4087
C27 -12.0912 0.1963 3.0336  -0.6403
C28 -10.9378 -0.3260 3.6314  0.4660
C29 -9.6822 -0.0116 3.1128  0.1230
C30 -9.5759 0.8503 2.0135  -0.5749
C31 -8.4615 -0.5961 3.7045  0.4950
O9 -7.3579 -0.3177 3.2518  -0.6307
C32 -8.5903 -1.5273 4.8431  0.1389
C33 -7.4456 -2.1338 5.3766  -0.5507
C34 -7.5572 -3.0055 6.4620  -0.5164
C35 -8.8075 -3.2660 7.0223  -0.4566
C36 -9.9501 -2.6675 6.4892  -0.5842
C37 -9.8420 -1.8040 5.3911  0.2610
C38 -11.0602 -1.2041 4.8120  0.5389
O10 -12.1599 -1.4362 5.3009  -0.6898
H24 -10.6429 2.0404 0.5677  0.4071
H25 -12.8816 1.4396 1.4601  0.3872
H26 -13.0756 -0.0560 3.4244  0.4496
H27 -8.5983 1.1111 1.6117  0.6304
H28 -6.4654 -1.9333 4.9471  0.4790
H29 -6.6677 -3.4794 6.8714  0.3973
H30 -8.8939 -3.9393 7.8723  0.3889
H31 -10.9234 -2.8795 6.9288  0.4567

(5)
Below is a molecular structure, C26H43F5P2W at a distorted geometry, with properties calculated with ωB97M-V/def2-TZVPD.

Calculated values
2S+1   3
Energy   -61630.022 eV
Charge   +2

Last column: Mulliken charge in e.
Geometry (Å):
W1 0.2261 -0.4942 -1.3488  0.3667
C1 -0.5660 -2.3271 -0.1591  0.5924
C2 0.8411 -2.3876 -0.4729  0.6503
C3 0.4676 -0.6009 0.9825  0.2151
C4 -0.7723 -1.2655 0.7623  -0.0389
C5 1.4852 -1.3414 0.2844  1.0062
C6 -1.6725 -3.1894 -0.6811  -1.0641
H1 -1.3068 -3.7602 -1.5393  0.2236
H2 -2.5747 -2.6117 -0.9621  0.3595
H3 -1.9820 -3.9095 0.0971  0.3900
C7 -2.0465 -1.0494 1.5174  -1.2748
H4 -2.9238 -1.1001 0.8502  0.3041
H5 -2.0587 -0.0873 2.0365  0.3372
H6 -2.1796 -1.8490 2.2827  0.3599
C8 0.7000 0.5828 1.8693  -0.6702
H7 0.9862 0.2595 2.8897  0.3723
H8 -0.1963 1.2098 1.9495  0.1213
H9 1.4809 1.2325 1.4526  0.0168
C9 2.9275 -0.9970 0.2906  -1.3808
H10 3.4387 -1.5355 1.1059  0.3648
H11 3.1154 0.0716 0.4606  0.3580
H12 3.3938 -1.2824 -0.6526  0.3391
C10 1.4778 -3.2264 -1.5181  -1.4109
H13 2.0776 -4.0258 -1.0519  0.4217
H14 2.1575 -2.6224 -2.1310  0.2808
H15 0.7430 -3.7078 -2.1730  0.2289
C11 -1.8117 0.9716 -5.5200  0.3143
C12 -1.9692 -0.3592 -5.3645  -0.5876
C13 -1.2550 -1.4223 -6.1299  -1.2266
C14 0.3056 -1.4116 -6.0158  -1.2143
C15 0.9385 -0.5638 -4.9281  0.4707
C16 1.1609 0.7555 -5.0669  -0.3949
C17 0.6230 1.7072 -6.1113  -1.1490
C18 -0.8465 1.5946 -6.5040  -1.0418
H16 -1.5132 -1.4146 -7.2100  0.3805
H17 0.6903 -1.0732 -6.9976  0.3348
H18 -1.6642 -2.3774 -5.7754  0.3538
H19 -0.9334 1.0883 -7.4811  0.3781
H20 -2.5586 1.6888 -5.1230  0.7423
H21 -2.7966 -0.7468 -4.7685  0.8148
H22 -1.1953 2.6327 -6.6771  0.4146
H23 0.7718 2.7193 -5.7098  0.1869
H24 1.9692 1.2038 -4.4892  0.7240
H25 1.1930 1.7222 -7.0577  0.5220
H26 0.6533 -2.4561 -5.9356  0.4028
H27 1.4946 -1.1378 -4.1689  0.4043
P1 -1.9014 1.2012 -1.6904  1.5649
P2 1.6204 1.6008 -1.6595  1.2163
C19 -0.8550 2.1613 -2.9927  -0.9024
C20 0.4407 2.7830 -2.4497  -1.8641
H28 -1.4746 2.8424 -3.5833  1.0268
H29 -0.5999 1.4503 -3.7813  -0.6891
H30 0.9788 3.3068 -3.2570  0.6754
H31 0.1596 3.5506 -1.7077  0.7578
C21 2.4839 2.7225 -0.5096  -1.5752
H32 2.9780 2.1985 0.3183  0.4424
H33 1.7885 3.4549 -0.0809  0.4093
H34 3.2599 3.2709 -1.0744  0.5151
C22 3.1212 0.9901 -2.5110  -1.6661
H35 3.7397 1.8027 -2.8912  0.5832
H36 2.9445 0.2848 -3.3180  0.3647
H37 3.7212 0.4336 -1.7962  0.4647
C23 -3.5875 0.9483 -2.4196  -1.3691
H38 -3.9488 -0.1013 -2.4123  0.3827
H39 -3.6517 1.3001 -3.4506  0.4092
H40 -4.3256 1.5676 -1.8656  0.5148
C24 -1.3350 -0.6946 -2.6860  -1.3912
H41 -0.6943 -1.6910 -2.3245  -0.8677
H42 -0.8380 -0.3223 -3.5980  -0.4813
H43 -2.3441 -1.0883 -2.9036  1.2894
F1 -2.4666 3.7028 -1.0533  -0.2940
C25 -2.0241 2.5752 -0.3143  0.5417
F2 -0.7750 2.9555 0.2256  -0.1585
C26 -2.9081 2.4670 0.9859  0.5374
F3 -3.4288 3.6801 1.2952  -0.2405
F4 -3.9363 1.5699 0.9005  -0.2473
F5 -2.1878 2.1087 2.0944  -0.2479

(6)
Below is a gas-phase ion, C6H8NO (charge +1) at a distorted geometry, with properties calculated with ωB97M-V/def2-TZVPD.

Calculated values
ΔE to the lowest compared entry with this formula, charge and spin   556.0 kJ/mol
2S+1   1
Energy   -9874.618 eV
Charge   +1

Last column: Mulliken charge in e.
Geometry (Å):
C1 -0.2930 -1.4501 -0.9023  -0.6311
C2 0.4275 -1.4306 0.2753  0.1556
C3 -0.7946 -0.3790 0.2826  -0.1096
C4 1.8234 -0.9674 0.3851  -0.3117
C5 -0.5103 0.9734 -0.0068  0.1142
C6 -1.3146 2.1572 0.1165  -1.0592
N1 2.1120 0.2165 0.0908  0.2935
O1 2.9434 1.0561 -0.1136  -0.4237
H1 0.2493 -0.9038 -1.7345  0.3222
H2 -1.1313 -2.0970 -1.1085  0.3283
H3 0.3435 -2.4036 0.8862  0.4014
H4 -1.7152 -0.5452 0.8248  0.4544
H5 2.6025 -1.5921 0.8212  0.4484
H6 -0.7210 3.1083 0.0904  0.3025
H7 -2.0118 2.2184 0.8853  0.3997
H8 -2.0101 2.0389 -0.7924  0.3152

The highest charge belongs to which entry? C26H43F5P2W

Look up the energy of the first one. -9843.346 eV

Among the records above, which one has the highest charge? C26H43F5P2W